A single C5H10O2 molecule. Source: OMol25; level of theory: the ωB97M-V functional and the def2-TZVPD basis.

HOMO level	-0.3055	Ha
DFT total energy	-9438.164	eV
LUMO level	0.034	hartree
largest force on an atom	0.34	eV Å⁻¹

XYZ file:
```
17
Properties=species:S:1:pos:R:3:forces:R:3:mulliken_charge:R:1
C 0.978316 -0.742904 -1.193134 0.0 0.0 0.0 -1.691
C 0.493384 -0.725307 0.248373 0.1 -0.1 0.0 -0.059
C 0.624767 0.644585 0.974457 0.0 -0.2 0.2 0.348
O 1.383432 1.590090 0.241769 -0.1 0.3 0.0 -0.573
C -0.892446 0.728374 0.979696 0.0 -0.1 0.3 -1.334
C -1.007340 -0.632497 0.526273 0.0 0.0 0.1 0.204
O -1.940944 -0.259957 -0.926120 0.1 0.1 -0.2 -0.639
H 0.728984 -1.687411 -1.691564 0.0 0.1 0.1 0.381
H 2.063977 -0.614509 -1.218847 -0.1 -0.1 0.0 0.366
H 0.560691 0.094034 -1.761124 0.1 -0.1 0.1 0.388
H 0.943504 -1.557198 0.803512 -0.1 0.1 -0.1 0.403
H 1.069002 0.521673 1.975164 0.0 0.1 -0.2 0.286
H 1.112524 2.465853 0.541804 0.1 -0.1 -0.1 0.317
H -1.507773 1.193273 1.748749 0.1 -0.1 -0.1 0.336
H -1.537910 0.712325 -0.427043 -0.1 -0.2 -0.2 0.479
H -1.622384 -1.456284 0.883617 0.1 0.1 -0.1 0.416
H -1.461590 -0.481078 -1.744089 -0.1 0.1 0.1 0.372
```
Forces are in eV/Å.